1.
ORCA calculation (ωB97M-V/def2-TZVPD) on a 2-piece molecular cluster, C5H14NO overall in a non-equilibrium geometry.

Last column: Mulliken spin population.
Geometry (Å):
C1 2.10442 -0.75702 0.04070  -0.027
C2 0.97214 0.23276 -0.22213  -0.088
C3 -0.30748 -0.01419 0.50572  0.261
C4 -0.10026 -0.32592 2.02292  0.240
C5 -0.75494 0.27927 3.11412  0.459
N1 0.66183 0.16677 -1.73788  0.052
H1 2.84412 -0.58784 -0.74950  0.007
H2 2.57319 -0.70064 1.01213  0.016
H3 1.61712 -1.73103 -0.07786  -0.008
H4 1.33521 1.25785 -0.10725  0.033
H5 -0.87614 -0.91112 0.23285  0.066
H6 -0.98042 0.84731 0.47000  -0.017
H7 0.80868 -0.90202 2.21969  -0.022
H8 -0.14451 0.88559 3.78954  0.019
H9 -1.78692 0.12457 3.41935  0.023
H10 0.51170 -0.82493 -1.90865  0.003
H11 1.45780 0.47085 -2.29441  -0.021
H12 -0.10770 0.76482 -1.90478  0.000
H13 -2.59371 1.07207 -3.04522  -0.001
H14 -2.66920 0.36431 -1.64483  -0.002
O1 -2.26431 0.33587 -2.51815  0.008

Output
Spin multiplicity: 2
Kohn-Sham gap (alpha / beta) in eV: 3.37 / 4.46
Lowest unoccupied orbital energy (alpha / beta) in eV: -0.2 / -0.3
Energy relative to the best compared isomer or geometry (same formula, charge and spin) in kJ/mol: 427.78
Net charge: 0
<S²>: 0.76
Molecular weight in g mol⁻¹: 104.2

2.
ORCA calculation (ωB97M-V/def2-TZVPD) on a 2-piece molecular cluster, C5H14NO overall.

Last column: natural (NBO) charge in e.
Geometry (Å):
C1 0.96003 0.24393 -0.38149  -0.215
C2 1.88134 -0.92356 -0.67180  -0.426
C3 1.27106 -2.22054 -0.16013  -0.606
N1 1.37032 1.47496 -1.18015  -0.668
H1 -0.06339 0.02997 -0.67638  0.238
H2 0.96755 0.56739 0.65819  0.228
H3 2.86053 -0.73884 -0.22190  0.222
H4 2.03682 -0.99562 -1.75581  0.209
H5 1.03224 -2.14902 0.90114  0.213
H6 0.34389 -2.44096 -0.68584  0.225
H7 1.94483 -3.05907 -0.28769  0.245
H8 2.20156 1.91814 -0.78724  0.442
H9 1.58405 1.23405 -2.14998  0.442
H10 0.61088 2.15660 -1.18773  0.446
C4 -3.37622 1.32569 1.54102  -0.414
C5 -2.42160 0.71795 0.87094  0.102
O1 -2.28559 -0.65439 0.75640  -0.718
H11 -3.39346 2.40634 1.55515  0.215
H12 -4.13593 0.78214 2.08369  0.224
H13 -1.68194 1.28203 0.30870  0.114
H14 -1.70697 -0.95717 1.47090  0.482

Output
Kohn-Sham gap in eV: 9.06
Lowest unoccupied orbital energy in eV: -3.8
Energy relative to the best compared isomer or geometry (same formula, charge and spin) in kJ/mol: 192.59
Net charge: +1
Molecular weight in g mol⁻¹: 104.2

3.
ORCA calculation (ωB97M-V/def2-TZVPD) on a 2-piece molecular cluster, C5H14NO overall in a non-equilibrium geometry.

Last column: natural (NBO) charge in e.
Geometry (Å):
C1 0.86814 1.55255 1.30251  -0.618
C2 0.89173 0.15639 1.98517  -0.417
C3 1.51312 -0.87180 1.09106  -0.439
C4 0.89406 -0.97973 -0.30402  -0.100
C5 -0.39216 -0.95083 -0.63862  -0.114
N1 -0.84280 -0.82969 -2.04676  -0.719
H1 0.83116 2.21896 2.17412  0.233
H2 1.76633 1.70476 0.69551  0.217
H3 -0.08013 1.64425 0.80069  0.203
H4 1.51275 0.21806 2.88813  0.226
H5 0.00739 -0.30197 2.43831  0.216
H6 2.55310 -0.61306 0.88148  0.222
H7 1.58494 -1.93699 1.32830  0.247
H8 1.61373 -1.18183 -1.10038  0.207
H9 -1.23300 -0.83702 0.02692  0.226
H10 -1.34369 -1.68874 -2.30295  0.427
H11 -1.45982 0.04044 -2.13313  0.482
H12 -0.07349 -0.97614 -2.70861  0.435
H13 -2.59243 1.93958 -1.62307  0.513
H14 -3.46122 0.68442 -1.37425  0.506
O1 -2.55772 1.00837 -1.38040  -0.954

Output
Kohn-Sham gap in eV: 10.71
Lowest unoccupied orbital energy in eV: -3.3
Energy relative to the best compared isomer or geometry (same formula, charge and spin) in kJ/mol: 173.83
Net charge: +1
Molecular weight in g mol⁻¹: 104.2

4.
ORCA calculation (ωB97M-V/def2-TZVPD) on a 2-piece molecular cluster, C5H14NO overall in a non-equilibrium geometry.

Last column: natural (NBO) charge in e.
Geometry (Å):
C1 2.06661 1.28972 -0.34706  -0.624
C2 2.10523 -0.23345 -0.63264  -0.380
C3 1.26459 -1.22859 0.29222  -0.463
C4 -0.08699 -0.62822 0.46001  -0.102
C5 -1.14910 -1.42329 0.59132  -0.105
N1 -2.51483 -0.88073 0.47531  -0.702
H1 1.35475 1.68558 -1.08257  0.196
H2 3.03091 1.70532 -0.59502  0.245
H3 1.66503 1.43641 0.65279  0.202
H4 3.14497 -0.52465 -0.43451  0.217
H5 1.89879 -0.53379 -1.65494  0.206
H6 1.84641 -1.27618 1.21724  0.241
H7 1.36440 -2.17424 -0.22604  0.243
H8 -0.15940 0.44640 0.44832  0.216
H9 -1.06128 -2.41333 1.00917  0.236
H10 -3.07895 -1.28652 -0.26919  0.436
H11 -2.45447 0.10882 0.15459  0.478
H12 -3.10127 -0.94358 1.30532  0.437
H13 -2.73641 2.58142 -0.61376  0.502
H14 -1.28739 2.37700 -0.45152  0.496
O1 -2.11160 1.91591 -0.29905  -0.971

Output
Kohn-Sham gap in eV: 10.84
Lowest unoccupied orbital energy in eV: -3.2
Energy relative to the best compared isomer or geometry (same formula, charge and spin) in kJ/mol: 173.77
Net charge: +1
Molecular weight in g mol⁻¹: 104.2

5.
ORCA calculation (ωB97M-V/def2-TZVPD) on a 2-piece molecular cluster, C5H14NO overall in a non-equilibrium geometry.

Last column: natural (NBO) charge in e.
Geometry (Å):
C1 1.45392 -0.85772 -0.13938  -0.065
O1 2.82198 -0.44424 -0.15836  -0.694
C2 0.36382 0.23948 -0.17722  -0.128
C3 -1.11051 -0.34773 -0.08832  -0.286
C4 -1.90453 -0.27220 1.20863  -0.624
C5 -1.93263 0.02673 -1.33564  -0.683
N1 0.50166 1.30738 0.97335  -0.429
H1 1.33311 -1.43727 0.77376  0.212
H2 1.26867 -1.47285 -1.01623  0.201
H3 3.11990 -0.02835 -0.97855  0.485
H4 0.58432 0.73472 -1.14606  0.203
H5 -0.83277 -1.40224 -0.30699  0.254
H6 -2.53444 0.61714 1.21527  0.211
H7 -2.50147 -1.14667 1.45309  0.262
H8 -1.14770 -0.16491 1.99988  0.245
H9 -2.44584 -0.77086 -1.89020  0.320
H10 -1.41648 0.55015 -2.17040  0.242
H11 -2.79437 0.77432 -1.16286  0.242
H12 1.30772 1.86038 0.65380  0.386
H13 -0.38932 1.51919 0.22879  0.207
H14 -1.51236 2.06036 -0.43661  0.438

Output
Kohn-Sham gap in eV: 5.30
Lowest unoccupied orbital energy in eV: -9.4
Energy relative to the best compared isomer or geometry (same formula, charge and spin) in kJ/mol: 942.16
Net charge: +1
Molecular weight in g mol⁻¹: 104.2

6.
ORCA calculation (ωB97M-V/def2-TZVPD) on a 2-piece molecular cluster, C5H14NO overall in a non-equilibrium geometry.

Last column: natural (NBO) charge in e.
Geometry (Å):
C1 1.90620 0.39610 -0.53868  -0.673
C2 0.70048 1.11136 -0.08389  -0.001
N1 -0.57335 0.18764 -0.56688  -0.558
C3 -0.95942 -0.72814 0.58224  -0.241
C4 -0.31214 -0.06890 1.83606  -0.425
C5 0.43670 1.19788 1.41037  -0.450
H1 2.15614 -0.46292 0.10692  0.225
H2 2.81659 0.88795 -0.82359  0.268
H3 1.80065 -0.19410 -1.54247  0.228
H4 0.67034 2.03798 -0.71342  0.240
H5 -0.66585 -0.13354 -1.55183  0.484
H6 -1.36945 0.86109 -0.62026  0.419
H7 -2.03047 -0.55658 0.83347  0.230
H8 -0.78424 -1.79691 0.50748  0.252
H9 -0.99110 0.17486 2.61507  0.241
H10 0.40442 -0.69747 2.39225  0.235
H11 1.26178 1.35342 2.10700  0.265
H12 -0.09677 2.14351 1.52285  0.228
H13 -2.23257 -1.78842 -2.45949  0.501
H14 -0.84442 -2.34921 -2.68942  0.505
O1 -1.29352 -1.57562 -2.32377  -0.974

Output
Kohn-Sham gap in eV: 12.21
Lowest unoccupied orbital energy in eV: -3.0
Energy relative to the best compared isomer or geometry (same formula, charge and spin) in kJ/mol: 142.65
Net charge: +1
Molecular weight in g mol⁻¹: 104.2

7.
ORCA calculation (ωB97M-V/def2-TZVPD) on a 2-piece molecular cluster, C5H14NO overall in a non-equilibrium geometry.

Last column: Mulliken spin population.
Geometry (Å):
C1 -1.45344 0.38635 -0.59115  0.016
C2 -0.48348 -0.26777 -1.46020  0.322
C3 0.82503 -0.65131 -1.29115  0.229
N1 -1.05183 -0.53433 -2.84665  0.001
H1 -1.30579 0.29052 0.47986  0.010
H2 -1.42779 1.47165 -0.83147  0.071
H3 -2.46032 0.05352 -0.87456  0.025
H4 1.42067 -1.07200 -2.09501  0.009
H5 1.26464 -0.58877 -0.30434  0.070
H6 -1.66481 0.24672 -3.12109  0.001
H7 -1.58409 -1.41710 -2.84401  0.008
H8 -0.29622 -0.63414 -3.53455  0.002
C4 1.23869 0.84339 1.95587  0.032
O1 0.06807 1.65699 1.93405  0.045
C5 0.93862 -0.61246 2.18556  0.028
H9 1.72390 0.95105 0.96400  0.058
H10 1.92211 1.25999 2.70707  0.025
H11 -0.19731 1.66227 2.86259  0.006
H12 0.18010 -1.00039 1.48295  0.018
H13 1.81363 -1.24710 2.03668  0.000
H14 0.52962 -0.79708 3.18554  0.023

Output
Spin multiplicity: 2
Kohn-Sham gap (alpha / beta) in eV: 8.40 / 3.40
Lowest unoccupied orbital energy (alpha / beta) in eV: -9.5 / -14.4
Energy relative to the best compared isomer or geometry (same formula, charge and spin) in kJ/mol: 291.44
Net charge: +2
<S²>: 0.75
Molecular weight in g mol⁻¹: 104.2

8.
ORCA calculation (ωB97M-V/def2-TZVPD) on a 3-piece molecular cluster, C5H14NO overall in a non-equilibrium geometry.

Last column: Mulliken spin population.
Geometry (Å):
C1 2.24199 1.83910 0.22680  0.000
C2 1.46677 0.90771 -0.58830  0.000
C3 1.34569 -0.45827 -0.24738  0.000
C4 0.68380 -1.28860 -1.12178  0.000
C5 1.83400 -1.01341 1.05748  0.001
N1 -4.28593 0.46202 -0.20706  1.034
H1 1.83780 1.85418 1.25081  0.000
H2 3.28978 1.50626 0.28875  0.000
H3 1.17837 1.16219 -1.60777  0.000
H4 -2.17828 -1.11843 1.10475  0.001
H5 0.48563 -0.87312 -2.11028  0.000
H6 0.35873 -2.29718 -0.89896  0.000
H7 1.61392 -2.06818 1.21248  0.000
H8 2.93061 -0.96707 0.94933  0.000
H9 1.62414 -0.39418 1.92772  0.000
H10 -5.08005 -0.18655 -0.26918  -0.016
H11 -3.32351 0.13881 0.12817  -0.013
H12 -4.29819 1.11049 -1.00263  -0.014
H13 2.25356 2.86165 -0.14292  0.000
H14 -1.00584 -0.71415 0.07826  0.000
O1 -1.80675 -0.41559 0.55187  0.007

Output
Spin multiplicity: 2
Kohn-Sham gap (alpha / beta) in eV: 8.80 / 7.07
Lowest unoccupied orbital energy (alpha / beta) in eV: -10.1 / -11.8
Energy relative to the best compared isomer or geometry (same formula, charge and spin) in kJ/mol: 190.41
Net charge: +2
<S²>: 0.75
Molecular weight in g mol⁻¹: 104.2

9.
ORCA calculation (ωB97M-V/def2-TZVPD) on a 2-piece molecular cluster, C5H14NO2 overall in a non-equilibrium geometry.

Last column: natural (NBO) charge in e.
Geometry (Å):
C1 -0.97311 -1.96810 0.63010  -0.420
N1 -0.88617 -0.56823 1.10741  -0.664
C2 2.53297 -0.10322 -0.66107  -0.587
C3 1.04611 -0.39580 -0.56040  -0.440
C4 0.37107 0.14635 0.70089  -0.060
C5 -0.02027 1.70116 0.51479  -0.035
O1 -0.66585 1.90181 -0.65866  -0.949
H1 -1.46375 -2.21546 -0.30128  0.174
H2 -1.41731 -2.49454 1.53027  0.174
H3 0.00321 -2.40754 0.59753  0.177
H4 -1.76951 -0.11348 0.80653  0.397
H5 2.95198 -0.74254 -1.37988  0.188
H6 2.77013 0.82642 -1.09973  0.199
H7 3.19792 -0.15071 0.34401  0.174
H8 0.57465 0.02307 -1.39765  0.239
H9 0.93856 -1.50547 -0.66686  0.174
H10 1.13041 0.08131 1.55024  0.142
H11 -0.74612 1.95085 1.30309  0.118
H12 0.78868 2.40577 0.56748  0.120
H13 -3.06523 0.84851 -1.60572  0.440
H14 -2.15952 1.64444 -0.60802  0.510
O2 -3.13884 1.13539 -0.71308  -1.070

Output
Kohn-Sham gap in eV: 7.34
Lowest unoccupied orbital energy in eV: 3.9
Energy relative to the best compared isomer or geometry (same formula, charge and spin) in kJ/mol: 126.32
Net charge: -1
Molecular weight in g mol⁻¹: 120.2

10.
ORCA calculation (ωB97M-V/def2-TZVPD) on a 2-piece molecular cluster, C5H14NO2 overall in a non-equilibrium geometry.

Last column: natural (NBO) charge in e.
Geometry (Å):
C1 0.13585 2.66620 1.23795  -0.666
C2 0.44684 2.08423 -0.13499  -0.214
N1 0.27944 0.73034 -0.48722  -0.440
C3 -1.13636 0.34642 -0.57971  -0.442
C4 1.04152 -0.25737 0.36925  -0.228
C5 0.47713 -1.71447 0.35333  -0.025
O1 0.58786 -2.12140 -0.93456  -0.894
H1 0.11883 3.81604 1.11873  0.213
H2 -0.93424 2.49529 1.62658  0.199
H3 0.73825 2.02672 2.00979  0.220
H4 -0.03310 2.67642 -0.89474  0.178
H5 1.54704 2.12761 -0.29968  0.182
H6 -1.33188 -0.74023 -0.71405  0.246
H7 -1.80886 0.48373 0.32434  0.141
H8 -1.68850 0.80854 -1.42189  0.177
H9 0.98962 0.17993 1.44173  0.124
H10 2.10342 -0.17893 0.00431  0.192
H11 1.07589 -2.37006 1.03564  0.129
H12 -0.69056 -1.83124 0.82459  0.074
H13 -0.00702 -3.23832 -1.34400  0.492
H14 -1.39353 -3.84352 -1.84215  0.424
O2 -0.51764 -4.14593 -1.69326  -1.080

Output
Kohn-Sham gap in eV: 7.31
Lowest unoccupied orbital energy in eV: 3.6
Energy relative to the best compared isomer or geometry (same formula, charge and spin) in kJ/mol: 207.51
Net charge: -1
Molecular weight in g mol⁻¹: 120.2